No. 1
Formula: C2H6N2O4
Source: the Open Molecules 2025 dataset
Level of theory: the ωB97M-V functional and the def2-TZVPD basis

```
14
Properties=species:S:1:pos:R:3
N -0.53134 1.37201 -0.50917
C 0.36374 1.83067 -1.49673
O 0.01614 1.45626 -2.74612
O 1.34442 2.45813 -1.25846
H -1.50328 1.59944 -0.68003
H -0.23724 1.74899 0.38338
H -0.50391 0.64276 -2.70783
N -0.27556 -1.43780 2.05549
C 0.62846 -1.90475 1.11810
O 0.35987 -1.44303 -0.13839
O 1.54928 -2.62020 1.37268
H -0.18504 -1.89425 2.95093
H -1.22356 -1.32429 1.73927
H 0.19801 -0.48394 -0.08311
```

Values from the calculation:
- energy above the lowest of the compared OMol25 structures with the same formula, charge and spin (kcal/mol) = 1.1
- orbital gap (eV) = 10.680
- HOMO energy (eV) = -10.542
- molecular weight (g/mol) = 122.08
- SMILES string = NC(=O)O.NC(=O)O

---

No. 2
Formula: C2H6N2OS
Source: the Open Molecules 2025 dataset
Level of theory: the ωB97M-V functional and the def2-TZVPD basis

```
12
Properties=species:S:1:pos:R:3
C -0.20956 1.51111 -0.08402
C 0.32736 0.13933 -0.08192
H -0.84931 1.67970 -0.98267
H -0.88368 1.61766 0.82880
H 0.63215 2.21970 -0.04258
H -0.14754 -1.83039 -0.24483
H -2.58597 -0.97323 1.11377
H 2.95109 -1.31837 -0.01122
N -0.58231 -0.94438 -0.08973
N 1.60482 -0.01485 -0.14093
O 1.97906 -1.35606 -0.07964
S -2.23611 -0.73021 -0.18501
```

Values from the calculation:
- energy above the lowest of the compared OMol25 structures with the same formula, charge and spin (kcal/mol) = 55.8
- orbital gap (eV) = 9.496
- HOMO energy (eV) = -8.695
- molecular weight (g/mol) = 106.15
- SMILES string = C/C(=N/O)NS

---

No. 3
Formula: C2H6N2OS
Source: the Open Molecules 2025 dataset
Level of theory: the ωB97M-V functional and the def2-TZVPD basis

```
12
Properties=species:S:1:pos:R:3
C -1.09914 0.23888 0.05863
C 0.16519 -0.60622 0.19131
N -0.55559 1.51169 -0.40238
N 1.32717 0.02362 0.67240
O 0.40602 1.87279 0.40693
S 2.58617 0.01341 -0.22848
H -1.65554 -0.14570 -0.70801
H -1.85248 0.48245 0.89886
H 0.07075 -1.36279 1.00541
H 0.41632 -1.11932 -0.75076
H -0.11632 1.31313 -1.27258
H 3.34416 0.30195 0.93994
```

Values from the calculation:
- energy above the lowest of the compared OMol25 structures with the same formula, charge and spin (kcal/mol) = 36.0
- orbital gap (spin up / spin down) (eV) = 7.861 / 8.027
- HOMO energy (spin up / spin down) (eV) = -7.080 / -9.106
- molecular weight (g/mol) = 106.15
- 2S+1 = 3

---

No. 4
Formula: C2H6N2OS2
Source: the Open Molecules 2025 dataset
Level of theory: the ωB97M-V functional and the def2-TZVPD basis

```
13
Properties=species:S:1:pos:R:3
C -1.12414 1.57010 -0.10644
C 0.70738 -0.07166 -0.13355
H -1.50921 1.77329 0.89220
H -1.92759 1.73109 -0.80186
H -0.33377 2.27805 -0.27513
H -1.69004 -1.20475 1.36053
H 0.32164 -2.05904 -0.54677
H 2.84290 -1.09859 -0.24695
N -0.61869 0.23020 -0.21442
N 0.98604 -1.39379 -0.14645
O 2.24503 -1.85072 0.03823
S -1.81986 -0.96384 0.05868
S 1.92030 1.05965 0.12192
```

Values from the calculation:
- energy above the lowest of the compared OMol25 structures with the same formula, charge and spin (kcal/mol) = 41.0
- orbital gap (eV) = 9.200
- HOMO energy (eV) = -8.806
- molecular weight (g/mol) = 138.22
- SMILES string = CN(S)C(=S)NO

---

No. 5
Formula: C2H6N2S
Source: the Open Molecules 2025 dataset
Level of theory: the ωB97M-V functional and the def2-TZVPD basis

```
11
Properties=species:S:1:pos:R:3
C 0.23465 1.31957 0.01185
C -1.17424 -0.66032 -0.10017
H 1.20276 1.46875 -0.44007
H 0.30352 1.62413 1.05612
H -0.51679 1.96436 -0.49607
H 1.35857 -1.38343 -0.73940
H 1.02888 -1.60683 0.77490
H -0.93347 -1.75832 -0.16634
N 0.00850 -0.03847 -0.05841
N 1.18655 -0.84270 0.10924
S -2.69892 -0.08673 0.04835
```

Values from the calculation:
- energy above the lowest of the compared OMol25 structures with the same formula, charge and spin (kcal/mol) = 35.1
- orbital gap (eV) = 9.196
- HOMO energy (eV) = -8.460
- molecular weight (g/mol) = 90.15
- SMILES string = CN(N)C=S

---

No. 6
Formula: C2H6N2S
Source: the Open Molecules 2025 dataset
Level of theory: the ωB97M-V functional and the def2-TZVPD basis

```
11
Properties=species:S:1:pos:R:3
C 0.68665 0.65388 -0.41649
C -0.69668 0.50729 0.14672
H 0.85130 -1.31030 -0.62346
H 2.24423 -0.35945 -1.12108
H 0.88870 2.65848 0.15877
H -1.52327 0.82866 -0.40429
H -0.79212 1.04018 1.06573
H -0.56276 -1.13432 1.78549
N 1.24379 -0.39578 -0.94372
N 1.30985 1.81554 -0.25279
S -1.18258 -1.16429 0.57081
```

Values from the calculation:
- energy above the lowest of the compared OMol25 structures with the same formula, charge and spin (kcal/mol) = 14.7
- orbital gap (eV) = 9.720
- HOMO energy (eV) = -8.975
- molecular weight (g/mol) = 90.15
- SMILES string = [H]/N=C(/N)CS

---

No. 7
Formula: C2H6N2S
Source: the Open Molecules 2025 dataset
Level of theory: the ωB97M-V functional and the def2-TZVPD basis

```
11
Properties=species:S:1:pos:R:3
C -0.60546 1.25883 -0.10158
C -0.59042 -0.25113 -0.01849
H -0.16487 1.62027 -1.02482
H -0.00421 1.60422 0.75583
H -1.61739 1.58570 -0.00326
H -1.43510 -1.85960 -0.24404
H 0.74940 -1.89251 -0.15529
H 2.49343 -0.18763 1.12406
N -1.68607 -0.88709 -0.08156
N 0.68495 -0.88934 -0.07804
S 2.17575 -0.10171 -0.17282
```

Values from the calculation:
- energy above the lowest of the compared OMol25 structures with the same formula, charge and spin (kcal/mol) = 16.0
- orbital gap (eV) = 10.084
- HOMO energy (eV) = -9.354
- molecular weight (g/mol) = 90.15
- SMILES string = [H]/N=C(/C)NS

---

No. 8
Formula: C2H6N2S
Source: the Open Molecules 2025 dataset
Level of theory: the ωB97M-V functional and the def2-TZVPD basis

```
11
Properties=species:S:1:pos:R:3
C 1.25787 -0.86759 -0.30871
C -1.63701 0.64800 -0.16901
H 1.79862 -1.41938 0.50020
H 2.00301 -0.47328 -1.06902
H 0.33521 -1.59731 -0.58392
H 0.55252 -0.35725 1.47471
H -0.20088 2.14521 0.05184
H -2.10282 1.54080 -0.50761
N 0.71756 0.10493 0.50392
N -0.33020 0.95930 0.00556
S -2.39388 -0.68343 0.10204
```

Values from the calculation:
- energy above the lowest of the compared OMol25 structures with the same formula, charge and spin (kcal/mol) = 68.5
- orbital gap (eV) = 9.315
- HOMO energy (eV) = -8.568
- molecular weight (g/mol) = 90.15
- SMILES string = CNNC=S

---

No. 9
Formula: C2H6N2S2
Source: the Open Molecules 2025 dataset
Level of theory: the ωB97M-V functional and the def2-TZVPD basis

```
12
Properties=species:S:1:pos:R:3
C 0.73036 0.20156 -1.43231
C 0.18727 0.00773 -0.03888
H -1.98163 0.20725 -1.42406
H 1.56225 1.11894 -1.11111
H 1.30426 -0.81221 -2.18769
H -0.70871 1.75328 0.00563
H -0.10722 -2.37029 0.31669
H -0.80580 -0.58632 2.60169
N -0.68259 0.75765 0.61359
N 0.69939 -1.05368 0.73460
S -0.83897 0.98542 -2.49293
S 0.53356 -0.89131 2.56722
```

Values from the calculation:
- energy above the lowest of the compared OMol25 structures with the same formula, charge and spin (kcal/mol) = 169.6
- orbital gap (eV) = 8.291
- HOMO energy (eV) = -9.193
- molecular weight (g/mol) = 122.22

---

No. 10
Formula: C2H6N2S2
Source: the Open Molecules 2025 dataset
Level of theory: the ωB97M-V functional and the def2-TZVPD basis

```
12
Properties=species:S:1:pos:R:3
C 1.72125 0.21702 -0.45550
C -0.74168 -0.21329 -0.47950
H 2.53298 0.43254 -1.20465
H 1.77507 0.91841 0.39364
H 1.95722 -0.79474 -0.08644
H 0.43108 0.11945 -1.99335
H -0.11872 0.33228 1.44095
H -2.94003 0.27541 2.16606
N 0.42434 0.30471 -1.05242
N -0.90153 -0.04866 0.92824
S -1.94692 -0.78798 -1.43643
S -2.19307 -0.75514 1.77941
```

Values from the calculation:
- energy above the lowest of the compared OMol25 structures with the same formula, charge and spin (kcal/mol) = 12.3
- orbital gap (eV) = 8.817
- HOMO energy (eV) = -8.273
- molecular weight (g/mol) = 122.22
- SMILES string = CNC(=S)NS